1.
{
  "formula": "C8H16N2O4S",
  "method": "ωB97M-V/def2-TZVPD",
  "symbols": ["H", "H", "H", "H", "C", "C", "H", "C", "O", "H", "C", "H", "H", "H", "N", "O", "O", "C", "H", "C", "H", "C", "H", "S", "N", "H", "H", "C", "H", "H", "O"],
  "xyz": [[-3.9392, -1.9439, -0.6566], [4.7901, 0.1559, 1.5076], [-4.5411, 0.0093, 0.2114], [-0.9753, 1.8177, 1.0038], [-2.5045, -0.4500, 0.7974], [-4.0806, -0.7702, 0.7850], [6.2059, -0.6445, 0.7292], [2.4836, -0.5239, 0.3246], [-4.2280, -2.0690, 0.2317], [2.0341, 0.3123, -1.5699], [0.4886, 1.9711, -0.2444], [-2.4599, 0.7708, 2.5159], [-1.0140, 0.3920, -2.1322], [-4.5049, -0.7884, 1.8361], [-2.3731, 0.8742, 1.4636], [1.2860, 2.6720, -0.8312], [-3.0238, -0.5429, -1.6384], [1.5741, -0.3322, -0.8490], [-3.1523, 1.4866, 1.1784], [-2.2352, -0.2796, -0.7668], [-0.0195, 0.0699, 0.6890], [5.1998, -0.7553, 1.1219], [1.1767, -1.2326, -1.3113], [4.0530, -1.2722, -0.2762], [-0.9460, 0.1664, -1.1207], [-2.0950, -1.3583, 1.2772], [2.7574, 0.3978, 0.7527], [0.2692, 0.4557, -0.3087], [2.0939, -1.1209, 1.0966], [5.1710, -1.4305, 2.0038], [-0.3232, 2.4754, 0.7037]],
  "forces_ev_per_angstrom": [[0.165, -0.136, -1.450], [0.146, 0.880, -0.084], [-0.605, 0.352, -0.401], [-0.590, -0.408, 0.322], [-3.791, 0.608, -1.024], [1.572, -1.391, 1.522], [-0.072, 0.055, 0.049], [1.474, -0.838, -1.346], [-0.785, 0.464, 1.413], [0.307, 0.202, -0.583], [0.118, 0.928, 1.141], [0.137, 0.091, -1.755], [0.863, -0.127, 0.956], [0.597, 0.058, -1.158], [0.405, -0.540, 1.632], [-0.855, -1.387, 0.291], [-0.649, 0.089, -0.139], [-2.709, 1.138, 1.032], [0.443, -0.497, 0.098], [3.623, 0.092, 1.700], [0.570, 0.338, -0.386], [-1.084, -1.077, -0.009], [0.394, -0.230, 0.047], [0.612, 0.249, 1.023], [-1.486, 0.093, -0.922], [0.600, 0.967, -0.225], [0.228, 1.416, 0.416], [0.118, -1.525, -1.375], [-0.782, -0.960, 0.885], [0.146, -0.039, -0.864], [0.889, 1.135, -0.806]],
  "e_above_lowest_kj_mol": 130.5,
  "molar_mass_g_mol": 236.29,
  "charge": 0,
  "smiles": "CSCC[C@H](NC(=O)[C@@H](N)CO)C(=O)O",
  "homo_lumo_gap_ev": 9.06
}



2.
{
  "formula": "C4H10N3",
  "method": "ωB97M-V/def2-TZVPD",
  "symbols": ["C", "H", "C", "H", "H", "H", "H", "N", "H", "H", "C", "C", "H", "N", "N", "H", "H"],
  "xyz": [[1.8648, -1.1445, -0.4415], [-0.1790, -1.5900, -0.1942], [2.8487, 0.9137, 0.1141], [-3.5317, -0.1334, -0.7287], [2.0844, -2.1762, -0.5972], [-1.0901, 1.9508, 0.5060], [-3.7971, -0.3018, 0.7528], [-0.9387, 1.0147, 0.2627], [-1.9567, 0.4104, 0.3446], [3.0680, 1.6259, -0.7592], [0.1868, 0.3974, 0.1546], [0.5243, -0.8787, -0.2024], [2.9472, 1.2243, 1.1969], [2.8098, -0.2670, -0.3614], [-3.1273, -0.5725, 0.0710], [1.1040, 1.0421, 0.1453], [-2.8175, -1.5151, -0.2634]],
  "forces_ev_per_angstrom": [[0.116, -1.323, 1.032], [-2.158, -2.839, -0.430], [2.376, 0.725, -1.892], [-0.031, 0.287, -1.098], [0.663, -0.477, -0.568], [0.786, 1.551, 0.279], [-0.619, -1.527, 1.289], [-3.333, -2.458, 0.788], [2.060, 0.311, -0.727], [-0.216, -0.037, 1.852], [1.356, 1.851, -0.973], [1.473, 2.608, 0.613], [-0.337, -0.538, -1.096], [-0.954, 0.421, 0.725], [1.323, 0.372, -1.557], [-1.310, 0.183, 0.241], [-1.196, 0.888, 1.522]],
  "e_above_lowest_kj_mol": 351.4,
  "molar_mass_g_mol": 100.14,
  "charge": 1,
  "homo_lumo_gap_ev": 8.09
}



3.
{
  "formula": "C47H47Br3F3Li2N8O6",
  "method": "ωB97M-V/def2-TZVPD",
  "symbols": ["C", "C", "H", "C", "C", "C", "C", "C", "H", "H", "H", "Br", "O", "H", "H", "O", "H", "C", "H", "H", "H", "C", "H", "H", "H", "H", "H", "H", "C", "H", "C", "H", "H", "C", "C", "C", "C", "H", "C", "C", "H", "H", "H", "C", "C", "H", "H", "O", "H", "C", "C", "F", "C", "H", "C", "C", "H", "F", "N", "H", "H", "H", "C", "C", "N", "C", "H", "C", "C", "Li", "H", "H", "C", "O", "Br", "F", "C", "C", "N", "C", "C", "H", "C", "H", "C", "N", "C", "N", "O", "C", "N", "H", "H", "C", "H", "C", "N", "C", "H", "O", "C", "H", "H", "C", "N", "C", "Br", "C", "H", "H", "H", "H", "C", "Li", "C", "H"],
  "xyz": [[16.5804, -3.5321, 23.0783], [22.6260, 4.1972, 21.0358], [17.7106, -5.3854, 22.8707], [21.6461, -0.4067, 28.7494], [21.4817, 4.9155, 21.1500], [24.7099, -4.3448, 24.9803], [25.3488, -5.4300, 25.5184], [20.2953, -6.0245, 18.8854], [19.5013, -4.5122, 24.3477], [27.1605, 2.2049, 22.9019], [27.0504, 1.1139, 18.7567], [22.6155, -1.4695, 18.9995], [21.8891, -5.0207, 23.5893], [16.1342, 4.0820, 20.4665], [21.6361, -2.8557, 31.0501], [22.8555, -6.8800, 23.0575], [19.2229, -2.4120, 30.9351], [22.8850, 4.3834, 28.6937], [24.0981, 3.7756, 27.0473], [24.7629, 1.4208, 23.1260], [18.5401, 3.5137, 20.5200], [26.5601, 1.1169, 19.7190], [23.6750, 0.4408, 21.0531], [19.7517, 3.1236, 29.2405], [19.8562, -6.0425, 17.8989], [23.2087, 3.5254, 24.3004], [21.0252, 5.2581, 20.2331], [19.3709, -0.0371, 20.9276], [19.7304, -1.0401, 21.1575], [22.8232, -7.4915, 20.6704], [27.2394, 1.6508, 20.8045], [24.9940, -6.4361, 25.3500], [25.0001, -2.1559, 19.3166], [17.8857, 3.1274, 21.2875], [26.6253, 1.8185, 22.0470], [20.9680, 5.2207, 22.4551], [18.3162, 2.3387, 22.2845], [20.0688, 5.8146, 22.5261], [21.0526, 0.2906, 24.3379], [22.1488, 2.8011, 27.1081], [24.8690, -2.1864, 24.7327], [22.2785, 0.1011, 28.0362], [23.1617, 4.0547, 20.1089], [22.7611, 3.9399, 23.4092], [16.5491, 3.4991, 21.2754], [18.9867, -4.5459, 19.6724], [21.5082, -0.3066, 21.6821], [20.1614, 0.6342, 25.4093], [23.8583, -4.4646, 24.3270], [22.0273, -6.7999, 20.4370], [24.0742, -2.6191, 19.6574], [23.1354, -0.7422, 23.6614], [16.1534, 1.9830, 23.0812], [20.2163, -1.4189, 20.2583], [25.2392, -3.0652, 25.2398], [25.3069, 1.3720, 22.1944], [21.1134, -1.8774, 22.4740], [22.9601, -0.0244, 25.6900], [17.4806, 1.6708, 23.2164], [26.8328, -1.8706, 26.0909], [19.9774, -4.4393, 21.8631], [19.4550, -2.2635, 25.1542], [21.6733, 4.2876, 29.3255], [21.6078, 4.7015, 23.5775], [17.5953, -1.6900, 24.2514], [16.5720, -2.2058, 23.4954], [21.4675, 1.2315, 23.9765], [23.1520, 3.6783, 27.5590], [20.7267, 3.3645, 28.8435], [19.3963, 1.1348, 27.2693], [19.2704, 1.8329, 22.2805], [21.7489, -7.6074, 18.5293], [19.8463, -5.1637, 19.8866], [29.0272, -4.9418, 27.3385], [23.8460, -4.3066, 18.5522], [22.0703, -1.8518, 25.1456], [18.6916, -3.8589, 24.0580], [24.6933, 0.8005, 21.0656], [28.3339, -3.9789, 27.1658], [22.2692, -0.6301, 24.7034], [21.3861, -6.8341, 19.1902], [22.1605, 2.2224, 26.1963], [20.4968, -5.0629, 21.1505], [15.3940, 1.4320, 23.6162], [18.5837, -2.5860, 24.6035], [25.2942, 0.6932, 19.8739], [22.1679, -1.3519, 29.6595], [22.1668, -5.9066, 22.7656], [28.7472, -2.8980, 27.5031], [19.4303, -0.9013, 29.3574], [23.3315, 3.6893, 22.1231], [28.2203, 2.0500, 20.5924], [14.6138, 3.1824, 22.0560], [21.5788, -5.8758, 21.3779], [21.1845, 4.9617, 24.5364], [17.6791, -4.3855, 23.2775], [20.9376, 2.6831, 27.7080], [15.6443, 2.9070, 22.2253], [15.7245, -1.5529, 23.3471], [20.2047, -0.2945, 23.4210], [20.7527, -0.8812, 22.2181], [18.9658, -1.6953, 21.5748], [27.0358, -6.2595, 26.3726], [26.4240, -2.8589, 25.9407], [20.2885, -0.2147, 28.5277], [21.2551, -2.0720, 30.4121], [24.1897, -2.9973, 21.6799], [26.5094, -5.3256, 26.2419], [21.6302, 4.8819, 30.2263], [15.7442, -3.9069, 22.5067], [23.6911, 4.9805, 29.0939], [23.2061, -1.5787, 29.8517], [19.8886, -1.8419, 30.3042], [18.0603, 0.3594, 24.7917], [27.0612, -4.0544, 26.4687], [18.3773, -0.6615, 29.3426]],
  "forces_ev_per_angstrom": [[-0.013, -0.372, -0.852], [2.586, -1.190, 2.532], [-0.042, -0.025, 0.014], [-1.381, -0.919, -0.485], [-1.289, 0.834, 1.497], [0.334, 1.247, 0.233], [-0.561, -0.773, -0.175], [0.703, 0.249, 0.932], [0.355, 0.256, 0.001], [0.088, 0.217, -0.078], [-0.285, -0.355, -0.234], [0.745, -0.320, 0.825], [-0.055, -0.762, -1.552], [0.093, 0.298, 0.076], [-0.127, 0.019, 0.266], [-0.483, 1.030, -0.541], [-0.272, 0.148, -0.104], [0.773, 0.357, 0.044], [0.006, -0.149, -0.070], [0.078, 0.119, 0.027], [0.250, -0.160, 0.068], [-0.868, 0.320, 1.682], [-0.154, -0.017, 0.386], [0.022, 0.587, 0.747], [-0.195, -0.076, 0.076], [0.574, -0.209, -0.256], [-0.276, 0.257, 0.123], [-0.575, -0.149, -0.150], [-0.798, 0.300, 0.403], [0.038, 0.118, 0.029], [0.204, 0.679, -0.232], [-0.248, 0.002, -0.253], [-0.165, -0.090, 0.450], [-1.003, 1.668, -0.817], [-0.709, -0.898, -0.209], [0.704, -0.846, -1.785], [-0.673, -4.010, 2.796], [-0.019, 0.073, 0.168], [-2.425, 0.590, 2.462], [-1.014, 0.693, -0.100], [-0.510, -0.021, 0.063], [0.082, 0.223, 0.164], [-0.270, -0.174, -0.263], [0.385, -0.109, -3.397], [-1.257, -1.206, 1.079], [-0.077, 0.140, 0.198], [0.688, 0.347, 0.996], [0.876, -0.695, -0.482], [-0.101, 0.036, 0.223], [-0.646, 0.470, -0.319], [-0.628, -0.987, -0.268], [-0.352, 0.297, 0.123], [0.912, -0.661, 0.750], [-0.289, -0.318, 0.193], [0.727, 0.104, -0.592], [0.381, -0.428, -0.905], [0.545, 0.031, 0.050], [0.304, 0.554, 0.213], [-0.773, 2.016, -1.969], [0.147, -0.139, 0.042], [0.687, 0.090, 0.340], [-0.313, 0.612, 0.375], [-0.521, -0.641, 0.693], [-0.238, 0.449, -0.890], [0.157, -1.623, 0.378], [1.620, -0.276, 1.512], [0.592, 0.062, -0.427], [-0.853, -1.561, -1.091], [0.649, 0.567, -0.738], [1.915, -0.084, -0.771], [0.554, 0.707, 0.193], [-0.088, 0.170, -0.418], [0.660, 0.048, 0.282], [-0.359, -2.257, -0.206], [0.471, 1.012, 1.162], [-1.070, -0.869, -0.060], [-0.349, -0.727, 0.556], [1.010, 0.439, -0.293], [1.214, 0.840, -0.079], [0.532, 1.031, 0.179], [0.497, -0.618, 0.754], [0.579, -0.046, -0.091], [-1.529, -0.063, -1.769], [0.364, -0.341, 0.730], [-0.516, 0.876, -1.671], [0.147, -0.222, -0.474], [-1.244, 0.681, -0.291], [0.122, -0.482, 0.930], [-0.699, 1.952, 0.181], [2.043, -0.116, 0.395], [-2.563, 1.232, 2.033], [0.261, -0.079, 0.355], [-0.214, -0.438, 0.627], [0.286, -0.300, 0.921], [0.244, -0.277, 0.295], [-0.802, 1.567, 0.339], [0.877, 0.099, 0.398], [1.651, 1.997, -3.063], [0.012, 0.022, -0.299], [-0.107, -0.521, -2.055], [0.587, -0.402, 0.054], [-0.488, 0.038, -0.642], [0.312, 0.269, 0.834], [0.323, -2.626, 1.090], [0.414, -1.053, 2.193], [-0.198, -0.092, -0.211], [-0.282, 0.433, -2.358], [1.064, 1.022, -0.339], [-0.862, -0.201, 0.170], [-0.178, 0.089, -0.024], [-0.201, 0.356, 0.182], [0.202, 0.458, -0.558], [0.122, 0.547, -0.758], [1.121, -0.373, -1.066], [-1.536, 0.400, -0.937], [-0.145, 0.003, -0.420]],
  "e_above_lowest_kj_mol": 156.7,
  "molar_mass_g_mol": 1130.53,
  "charge": 1,
  "homo_lumo_gap_ev": 7.82
}



4.
{
  "formula": "C4H6ClFS2",
  "method": "ωB97M-V/def2-TZVPD",
  "symbols": ["H", "S", "S", "C", "H", "F", "C", "H", "H", "C", "C", "H", "H", "Cl"],
  "xyz": [[0.8546, 0.2721, -1.1481], [-1.0316, -1.2546, -1.0745], [-2.7065, -0.7350, 1.0140], [0.1337, 1.3686, 1.0920], [0.4589, -0.4352, -3.1323], [0.3182, -0.5575, 2.3837], [0.5684, -0.7690, -1.7197], [1.4997, -1.9402, -1.8964], [-0.9444, 1.5966, 1.3654], [0.1410, -0.1681, 1.0658], [-1.1415, -0.6039, 0.5037], [0.9816, -0.6522, 0.5864], [0.8440, 1.9821, 1.5596], [0.0239, 1.8963, -0.5995]],
  "forces_ev_per_angstrom": [[0.312, -3.497, -2.162], [0.340, -0.345, -1.317], [1.135, 0.622, 0.958], [-3.697, -0.602, -1.280], [0.064, -0.956, 4.616], [-0.531, -0.114, 0.545], [2.733, -0.562, -3.962], [-2.692, 3.816, 1.004], [1.604, 0.030, 0.741], [1.404, 1.029, 2.291], [-1.911, -1.662, -1.414], [0.059, 0.278, -0.459], [1.150, 0.075, 0.937], [0.029, 1.889, -0.498]],
  "e_above_lowest_kj_mol": 437.0,
  "molar_mass_g_mol": 172.68,
  "charge": 0,
  "homo_lumo_gap_ev": 7.96
}